Formula: C58H134F2N8O14S2
Source: the OMol25 dataset
Level of theory: ωB97M-V/def2-TZVPD

## Properties
* 2S+1: 1
* charge: +4
* Kohn-Sham gap: 0.171 hartree
* LUMO energy: -7.6185 eV
* ΔE to the lowest compared entry with this formula, charge and spin: 99.9 kcal/mol
* max |F|: 9.25 eV/A
* E_tot: -4776.21908 a.u.
* HOMO: -12.3 eV

Each line ends with the Löwdin charge.
Cartesian coordinates (Å):
N: -30.194 7.509 15.319  -0.25
S: -30.953 8.425 16.213  0.44
O: -30.130 9.484 16.783  -0.30
O: -32.074 7.926 17.018  -0.30
F: -31.797 9.101 15.004  -0.18
S: -29.662 6.468 16.572  0.56
O: -30.575 5.365 16.867  -0.31
O: -28.909 7.006 17.669  -0.27
F: -28.527 5.691 15.766  -0.18
C: -24.295 11.577 9.997  -0.05
O: -25.137 11.097 11.079  -0.17
C: -26.259 11.924 11.131  -0.22
C: -27.076 11.592 12.445  -0.05
N: -27.200 10.085 12.709  0.10
H: -27.553 9.601 11.896  0.10
H: -26.298 9.632 12.701  0.13
C: -28.080 9.617 13.935  -0.04
C: -27.110 9.193 15.095  -0.21
O: -26.047 10.062 15.372  -0.17
C: -26.331 11.100 16.252  -0.11
H: -23.973 12.618 10.035  0.09
H: -25.014 11.535 9.179  0.09
H: -23.430 10.932 9.845  0.10
H: -27.022 11.838 10.358  0.13
H: -26.008 12.984 11.144  0.13
H: -28.075 12.019 12.354  0.12
H: -26.593 11.979 13.342  0.10
H: -28.573 8.710 13.584  0.10
H: -28.856 10.309 14.261  0.11
H: -26.650 8.320 14.632  0.12
H: -27.600 8.931 16.032  0.09
H: -25.407 11.421 16.732  0.09
H: -27.002 10.885 17.084  0.08
H: -26.670 11.968 15.688  0.09
C: -34.814 6.391 16.419  -0.05
O: -35.309 5.609 17.495  -0.21
C: -36.580 5.947 17.949  -0.24
C: -36.907 5.303 19.254  -0.04
N: -36.870 3.742 19.179  0.09
H: -36.938 3.382 20.120  0.17
H: -37.751 3.492 18.753  0.17
C: -35.754 2.957 18.574  -0.08
C: -36.175 1.470 18.468  -0.20
O: -37.520 1.361 18.132  -0.19
C: -38.083 0.097 18.266  -0.08
H: -35.444 7.254 16.208  0.09
H: -34.979 5.834 15.496  0.09
H: -33.743 6.539 16.559  0.07
H: -37.243 5.668 17.131  0.15
H: -36.880 6.993 18.019  0.14
H: -37.887 5.668 19.562  0.15
H: -36.159 5.581 19.996  0.12
H: -34.867 3.093 19.192  0.11
H: -35.562 3.469 17.632  0.13
H: -36.115 1.169 19.514  0.11
H: -35.517 0.873 17.836  0.14
H: -39.162 0.216 18.167  0.11
H: -37.916 -0.375 19.234  0.10
H: -37.724 -0.561 17.475  0.10
C: -31.466 4.399 9.112  -0.11
O: -31.344 4.956 10.386  -0.20
C: -30.082 5.614 10.596  -0.16
C: -29.752 5.913 12.080  -0.06
N: -30.854 6.601 12.890  0.11
H: -30.513 7.034 13.736  0.05
H: -31.339 7.235 12.271  0.13
C: -31.888 5.558 13.378  -0.08
C: -33.266 6.085 13.102  -0.24
O: -33.478 7.158 13.953  -0.23
C: -34.658 7.912 13.541  -0.04
H: -32.486 4.045 8.962  0.09
H: -30.782 3.564 8.960  0.09
H: -31.214 5.059 8.282  0.10
H: -30.119 6.560 10.056  0.12
H: -29.232 5.074 10.179  0.12
H: -28.809 6.454 12.149  0.11
H: -29.576 4.978 12.610  0.12
H: -31.653 5.443 14.436  0.11
H: -31.857 4.617 12.829  0.13
H: -33.965 5.256 13.213  0.13
H: -33.205 6.444 12.075  0.14
H: -35.354 7.099 13.334  0.09
H: -34.511 8.516 12.646  0.10
H: -35.071 8.551 14.321  0.09
C: -32.760 0.731 19.825  -0.05
C: -32.064 2.128 19.909  -0.23
C: -32.179 2.747 21.291  -0.11
N: -31.974 4.318 21.333  -0.19
C: -32.149 4.838 22.829  -0.05
C: -30.935 4.384 23.739  -0.14
C: -29.542 4.722 23.170  -0.16
C: -29.444 4.359 21.671  -0.18
C: -30.574 4.788 20.774  -0.10
C: -33.042 5.096 20.449  0.04
H: -33.832 0.790 20.013  0.05
H: -32.311 0.032 20.530  0.09
H: -32.587 0.479 18.778  0.08
H: -32.328 2.764 19.064  0.10
H: -30.987 1.963 19.866  0.10
H: -31.436 2.304 21.954  0.12
H: -33.092 2.470 21.817  0.13
H: -33.172 4.716 23.186  0.13
H: -31.905 5.896 22.737  0.12
H: -31.060 3.334 24.003  0.11
H: -31.029 4.853 24.719  0.12
H: -28.681 4.462 23.785  0.13
H: -29.293 5.782 23.205  0.11
H: -29.481 3.276 21.548  0.11
H: -28.566 4.824 21.223  0.12
H: -30.486 4.535 19.717  0.12
H: -30.742 5.860 20.878  0.13
H: -33.977 4.721 20.864  0.08
H: -32.844 4.892 19.397  0.10
H: -32.968 6.167 20.638  0.09
C: -33.504 9.452 19.598  -0.09
C: -32.864 10.696 20.194  -0.22
C: -31.489 11.005 19.521  -0.10
N: -31.210 12.516 19.476  -0.22
C: -29.780 12.812 18.772  -0.01
C: -28.604 12.355 19.773  -0.14
C: -28.747 13.017 21.161  -0.21
C: -29.999 12.598 21.822  -0.16
C: -31.190 13.078 20.931  -0.07
C: -32.218 13.271 18.604  0.03
H: -32.994 8.531 19.883  0.06
H: -33.464 9.526 18.511  0.07
H: -34.522 9.355 19.975  0.08
H: -32.674 10.455 21.240  0.11
H: -33.534 11.545 20.326  0.10
H: -31.354 10.640 18.503  0.10
H: -30.673 10.521 20.059  0.12
H: -29.761 12.238 17.845  0.11
H: -29.760 13.881 18.562  0.13
H: -28.629 11.268 19.845  0.10
H: -27.576 12.488 19.437  0.11
H: -27.796 12.889 21.679  0.12
H: -28.723 14.089 20.968  0.13
H: -30.115 11.549 22.091  0.12
H: -30.057 13.156 22.756  0.13
H: -32.115 12.777 21.423  0.12
H: -31.215 14.164 20.839  0.14
H: -31.997 14.336 18.531  0.11
H: -33.220 13.143 19.013  0.10
H: -32.248 12.794 17.625  0.11
C: -27.891 3.098 18.452  -0.07
C: -27.669 1.599 18.046  -0.19
C: -27.446 1.502 16.529  -0.13
N: -27.017 0.123 15.878  -0.21
C: -26.990 0.473 14.347  -0.10
C: -26.791 -0.754 13.396  -0.12
C: -27.875 -1.846 13.734  -0.17
C: -27.822 -2.205 15.221  -0.15
C: -28.189 -0.918 16.097  -0.06
C: -25.654 -0.400 16.471  0.07
H: -27.006 3.734 18.431  0.08
H: -28.311 3.202 19.452  0.04
H: -28.596 3.576 17.772  0.06
H: -28.486 0.922 18.293  0.10
H: -26.799 1.356 18.656  0.11
H: -26.714 2.239 16.199  0.13
H: -28.349 1.712 15.957  0.12
H: -27.899 1.001 14.059  0.13
H: -26.201 1.205 14.176  0.13
H: -26.881 -0.410 12.366  0.13
H: -25.765 -1.111 13.486  0.11
H: -28.913 -1.576 13.543  0.11
H: -27.748 -2.760 13.154  0.12
H: -28.439 -3.069 15.467  0.12
H: -26.798 -2.542 15.382  0.10
H: -29.144 -0.571 15.702  0.12
H: -28.361 -0.939 17.174  0.11
H: -25.179 -1.034 15.722  0.09
H: -25.798 -0.903 17.428  0.11
H: -25.095 0.524 16.619  0.10
C: -25.586 7.154 17.524  -0.09
C: -24.165 7.577 17.763  -0.21
C: -24.055 7.923 19.258  -0.12
N: -22.650 8.437 19.721  -0.23
C: -22.192 9.785 19.000  -0.08
C: -20.918 10.383 19.609  -0.15
C: -21.045 10.626 21.170  -0.16
C: -21.523 9.395 21.944  -0.15
C: -22.781 8.709 21.259  -0.09
C: -21.535 7.348 19.560  0.06
H: -26.307 7.970 17.481  0.06
H: -25.808 6.374 18.252  0.08
H: -25.683 6.791 16.501  0.09
H: -23.783 8.446 17.229  0.11
H: -23.378 6.884 17.466  0.11
H: -24.325 7.156 19.984  0.13
H: -24.651 8.787 19.552  0.12
H: -23.060 10.433 19.119  0.13
H: -22.021 9.600 17.940  0.13
H: -20.793 11.377 19.181  0.12
H: -20.064 9.843 19.200  0.12
H: -21.681 11.493 21.346  0.12
H: -20.024 10.819 21.498  0.12
H: -21.754 9.676 22.972  0.12
H: -20.671 8.725 22.060  0.11
H: -23.640 9.371 21.371  0.12
H: -23.123 7.826 21.798  0.12
H: -21.538 7.185 18.482  0.10
H: -21.839 6.500 20.173  0.11
H: -20.616 7.775 19.960  0.09
C: -26.374 5.219 12.547  -0.08
C: -26.384 6.206 11.437  -0.76
O: -25.923 7.356 11.725  -0.09
O: -26.815 5.804 10.298  -0.06
H: -25.345 5.000 12.834  0.07
H: -26.753 4.237 12.264  0.06
H: -26.922 5.515 13.442  0.03
C: -31.026 10.256 11.909  -0.03
C: -30.367 9.450 10.835  -0.84
O: -31.112 8.721 10.207  -0.02
O: -29.150 9.475 10.698  -0.02
H: -30.272 10.906 12.353  0.04
H: -31.321 9.632 12.752  0.04
H: -31.843 10.911 11.605  0.08